The following is a DFT calculation (ωB97M-V/def2-TZVPD) of an isolated molecule of C7H6 in a non-equilibrium geometry.

⟨S²⟩	2.03
lowest unoccupied orbital energy (alpha / beta)	0.0230 / -0.0663	hartree
relative energy (zero: lowest compared OMol25 entry of this formula, charge and spin)	2.816	eV
frontier orbital gap (alpha / beta)	6.76 / 7.53	eV
electronic energy	-7346.03284	eV
largest force on an atom	5.95	eV Å⁻¹

The geometry in ORCA input format:
```
! RIJCOSX wB97M-V def2-TZVPD def2/J DEFGRID3
* xyz 0 3
C -0.91 -1.27 1.25
C -0.27 -0.26 1.60
C 0.43 0.19 -0.59
C -0.36 -1.12 -0.84
C 0.33 1.91 -0.09
C 0.56 0.70 0.86
C -1.02 -2.09 0.06
H 1.39 0.16 -1.02
H -0.44 -1.43 -1.82
H 1.15 2.68 -0.28
H -0.67 2.39 -0.21
H 1.39 1.05 1.38
H -1.57 -2.91 -0.31
*
```